(one)
Below is a 2-piece molecular cluster, C2H2ClNO2 overall, with properties calculated with the ωB97M-V functional and the def2-TZVPD basis.

Last column: natural (NBO) charge in e.
Geometry (Å):
C: -1.77165 0.65649 -0.23508  0.1421
C: 0.99647 -0.74637 0.19842  0.0523
N: -1.06590 1.54808 -0.37758  -0.2566
O: 1.32561 0.39208 0.55446  -0.0270
O: 1.44822 1.36539 -0.24915  -0.3684
Cl: -2.25070 -0.93850 0.00900  0.1034
H: 0.73741 -1.45460 0.94474  0.1815
H: 0.58054 -0.82257 -0.84480  0.1727

Kohn-Sham gap (alpha / beta): 0.33848 / 0.33901 Eh
LUMO (alpha / beta): -0.29 / -0.29 eV


(two)
Below is one molecule with the formula C2H2ClNO2, with properties calculated with the ωB97M-V functional and the def2-TZVPD basis.

Last column: natural (NBO) charge in e.
Geometry (Å):
O: 1.41465 1.21122 0.00560  -0.3817
N: 1.30605 -0.00657 -0.01069  0.5216
O: 2.20061 -0.82833 -0.00143  -0.3463
C: -0.07322 -0.52810 -0.02482  -0.1674
C: -1.09376 0.30674 -0.05917  -0.1677
Cl: -2.79191 -0.01768 0.00213  0.0601
H: -0.21428 -1.53319 0.07564  0.2232
H: -0.74815 1.39592 0.01274  0.2582

Kohn-Sham gap: 0.37503 Eh
structure (SMILES): O=[N+]([O-])/C=C/Cl
LUMO: -0.76 eV


We find (two) to be the most stable, with the next structure 287.4 kJ/mol higher.